(1)
ORCA calculation (ωB97M-V with the def2-TZVPD basis set) on C32H38CrF2N4Si as an isolated structure at a distorted geometry.

The geometry in XYZ format:
```
78
C32H38CrF2N4Si ωB97M-V with the def2-TZVPD basis set
Cr -1.81759 0.06081 0.10176
N -1.17405 2.08211 1.03897
C -1.94938 2.62542 2.20341
C -2.84656 1.56567 2.86543
N -3.66436 0.79362 1.95900
H -0.21320 1.93529 1.36267
H -1.13658 2.77579 0.29381
H -2.49081 3.47270 1.80412
H -1.23153 3.06125 2.91402
H -3.36745 1.98634 3.70836
H -2.09619 0.88314 3.32927
H -4.53581 1.24530 1.68308
H -3.94657 -0.07842 2.36039
C -0.23665 -1.09376 1.27397
Si 1.61585 -0.85048 1.22086
C 2.33947 -0.94493 -0.53090
N 1.55032 -0.42692 -1.62778
C 1.51637 1.00969 -1.63425
C 0.40937 1.55559 -2.52420
C 0.20488 0.57200 -3.71473
C 1.45957 -0.06614 -4.09014
C 2.01106 -0.93894 -2.96250
C 2.46623 -2.07600 2.35752
C 1.77165 -3.13315 2.84787
C 2.35442 -4.07502 3.69850
C 3.64382 -3.90312 4.20387
C 4.36926 -2.77034 3.75373
C 3.75542 -1.91663 2.80934
C 2.24388 0.90129 2.05073
C 1.67307 1.56389 3.12912
C 2.20932 2.67284 3.71846
C 3.38401 3.22018 3.26247
C 4.00441 2.58676 2.14584
C 3.48794 1.44348 1.55255
H -0.46911 -1.01810 2.35117
H -0.37600 -2.14719 1.06742
H 2.28262 -2.00565 -0.80162
H 3.37504 -0.61867 -0.56504
H 2.57310 1.37145 -1.86271
H 1.24438 1.22319 -0.58794
H 0.55399 2.61763 -2.79672
H -0.57787 1.51124 -2.03328
H -0.28113 1.13643 -4.53925
H -0.43655 -0.20505 -3.31382
H 2.25889 0.65705 -4.35721
H 1.29848 -0.66469 -4.97706
H 3.08915 -0.84968 -2.96118
H 1.78982 -2.01536 -3.05357
H 0.76721 -3.37559 2.53875
H 1.68075 -4.83075 4.05259
H 4.00419 -4.50015 5.08128
H 5.34131 -2.52227 4.23652
H 4.18185 -0.96041 2.61763
H 0.72918 1.20256 3.60988
H 1.72694 3.18100 4.65278
H 3.83984 4.10627 3.67073
H 4.86863 3.05663 1.72829
H 4.12508 0.93112 0.81455
F -5.22925 3.77275 -2.06428
C -4.69624 2.52534 -2.10541
C -3.92440 2.04982 -1.04158
C -3.22559 0.79769 -1.18492
C -3.57989 0.00088 -2.25419
C -4.40064 0.51054 -3.22455
F -4.72674 -0.21567 -4.39204
C -5.05205 1.76188 -3.13705
C -2.81002 -1.27839 -2.44011
C -3.01982 -2.17320 -3.46391
C -2.21432 -3.22636 -3.64561
C -1.07930 -3.38956 -2.74635
C -1.04910 -2.53980 -1.68076
N -1.82513 -1.44499 -1.48314
H -3.82657 2.66894 -0.20756
H -5.65350 2.13151 -3.91678
H -3.95431 -2.18701 -3.96803
H -2.43962 -3.89016 -4.46777
H -0.36617 -4.17075 -2.73297
H -0.28077 -2.72382 -0.97980
```

**Expectation value of S²**: 6.02
**Energy above the lowest of the compared OMol25 structures with the same formula, charge and spin**: 27.8 kJ/mol
**Gap between HOMO and LUMO (alpha / beta)**: 7.87 / 7.91 eV
**Multiplicity**: 5
**Molar mass**: 596.8 g/mol

The Löwdin scheme yields these atomic charges, measured in e: 0.65, -0.01, -0.21, -0.26, 0.01, 0.05, 0.09, 0.10, 0.11, 0.10, 0.11, 0.09, 0.08, -0.33, 0.66, -0.25, -0.23, -0.22, -0.15, -0.20, -0.21, -0.16, -0.27, -0.12, -0.09, -0.09, -0.07, -0.10, -0.21, -0.16, -0.13, -0.09, -0.09, -0.11, -0.02, -0.05, 0.09, 0.07, 0.15, 0.09, 0.12, 0.08, 0.13, 0.09, 0.12, 0.11, 0.10, 0.11, 0.09, 0.09, 0.11, 0.11, 0.08, 0.11, 0.14, 0.09, 0.09, 0.10, 0.05, -0.29, -0.03, -0.17, -0.17, -0.14, 0.00, 0.05, -0.17, -0.04, -0.02, -0.02, -0.14, 0.05, 0.06, 0.12, 0.11, 0.11, 0.09, 0.08



(2)
ORCA calculation (ωB97M-V with the def2-TZVPD basis set) on C32H38GeN4O3RhS2 as an isolated structure at a distorted geometry.

The geometry in XYZ format:
```
81
C32H38GeN4O3RhS2 ωB97M-V with the def2-TZVPD basis set
Rh -0.54010 -0.53650 0.11180
C 4.52620 1.82160 -0.16870
N 3.74870 0.63410 0.09950
C 4.40530 -0.61410 -0.24270
C 2.44730 0.61160 0.40470
O 1.81800 -0.44180 0.45530
C 1.72920 1.93540 0.70450
O 0.40340 1.69640 1.12710
C 0.09600 1.86490 2.49970
C -0.66670 0.64570 3.04180
O -0.71390 -0.40780 2.40950
N -1.25140 0.73740 4.24360
C -1.37850 1.92090 5.05690
C -1.94140 -0.43280 4.75880
H 5.56600 1.61800 0.08470
H 4.18870 2.67140 0.41770
H 4.47530 2.07980 -1.23030
H 5.34700 -0.69150 0.29930
H 4.60580 -0.65460 -1.31520
H 3.76000 -1.44350 0.03970
H 1.66160 2.50720 -0.23040
H 2.27620 2.52450 1.44700
H -0.52310 2.76770 2.58810
H 1.00610 1.99010 3.09680
H -0.70390 2.71030 4.74260
H -1.15130 1.66560 6.09310
H -2.40570 2.29550 5.02280
H -1.57220 -1.31350 4.23760
H -3.01880 -0.35130 4.59910
H -1.74380 -0.52810 5.82610
S -4.56690 5.47390 0.06320
C -4.68830 6.12690 1.64370
C -4.11540 5.31890 2.58610
C -3.56920 4.15300 2.04040
C -3.70780 4.06930 0.66180
C -3.18170 3.09260 -0.22820
C -2.57270 1.91680 0.24070
N -1.94440 1.05670 -0.52380
C -1.86490 1.27620 -1.88090
C -2.56240 2.38280 -2.46660
C -2.53550 2.51220 -3.89380
C -1.87220 1.62960 -4.67110
C -1.14210 0.53880 -4.10380
C -0.44320 -0.38720 -4.84920
C 0.31850 -1.39930 -4.22690
C 0.29650 -1.46300 -2.81110
N -0.39390 -0.59340 -2.09780
C -1.12280 0.40720 -2.68020
C 1.06940 -2.30770 -5.05780
C 2.35050 -2.79490 -4.92450
C 2.74950 -3.61200 -5.99480
C 1.77710 -3.76320 -6.93530
S 0.36000 -2.88140 -6.55140
C -3.20480 3.27780 -1.64110
H -5.17120 7.07160 1.78740
H -4.08780 5.56270 3.63340
H -3.07750 3.39830 2.62470
H -2.64400 1.67140 1.29210
H -3.07020 3.33970 -4.33530
H -1.86670 1.72930 -5.74650
H -0.44130 -0.32480 -5.92770
H 1.83580 -2.05050 -1.51170
H 3.00680 -2.53250 -4.11480
H 3.72020 -4.06540 -6.07340
H 1.81460 -4.34080 -7.83530
H -3.72220 4.13380 -2.04730
C -0.01180 -5.45340 -1.13800
Ge -0.06830 -3.52620 -0.64700
C 0.74320 -3.30780 1.15660
C -1.96370 -2.90400 -0.52980
C 1.01430 -2.51920 -2.05290
H -0.49600 -6.04490 -0.36800
H 1.01610 -5.79480 -1.22230
H -0.51240 -5.64470 -2.08080
H 0.28770 -4.00170 1.85730
H 0.58270 -2.29380 1.52470
H 1.81210 -3.49910 1.13500
H -2.52090 -3.55800 0.13540
H -2.45270 -2.88430 -1.49940
H -2.01670 -1.87370 -0.09890
H 1.42020 -3.27490 -2.71860
```

**Expectation value of S²**: 6.04
**Energy above the lowest of the compared OMol25 structures with the same formula, charge and spin**: 0.0 kJ/mol
**Gap between HOMO and LUMO (alpha / beta)**: 4.99 / 5.33 eV
**Total charge**: +1
**Multiplicity**: 5
**Molar mass**: 766.3 g/mol

The Löwdin scheme yields these atomic charges, measured in e: 1.18, -0.02, -0.13, -0.01, -0.39, -0.04, -0.08, -0.17, -0.08, -0.40, -0.05, -0.13, -0.03, -0.01, 0.10, 0.09, 0.11, 0.10, 0.11, 0.08, 0.16, 0.13, 0.13, 0.15, 0.09, 0.10, 0.10, 0.09, 0.11, 0.10, 1.06, -0.41, -0.20, -0.14, -0.47, -0.22, -0.09, -0.01, -0.16, -0.15, -0.01, -0.02, -0.15, 0.02, -0.19, -0.29, 0.02, -0.16, -0.48, -0.14, -0.18, -0.41, 1.06, 0.01, 0.06, 0.10, 0.08, 0.11, 0.12, 0.12, 0.11, 0.05, 0.11, 0.10, 0.06, 0.09, -0.20, 0.87, -0.21, -0.20, -0.19, 0.02, 0.02, 0.02, 0.03, -0.04, 0.03, 0.03, 0.04, -0.03, 0.05